# C45H100F2N6O4S2

A structure of composition C45H100F2N6O4S2 in a non-equilibrium geometry (ωB97M-V with the def2-TZVPD basis set, the Open Molecules 2025 dataset).

The calculation puts the energy relative to the best compared isomer or geometry (same formula, charge and spin) at 32.056 eV. The value obtained for the orbital gap is 7.32 eV. The charge is +4. The calculated total energy is -3397.84071 Eh. For the HOMO energy, the calculation gives -17.78 eV.

XYZ file:
```
159
Properties=species:S:1:pos:R:3:forces:R:3
C -1.8604 7.4746 4.7028 1.61 -0.08 0.17
C -1.6787 6.7063 3.3586 0.34 0.17 -0.07
C -0.1866 6.3902 2.9303 -1.27 0.91 -0.21
N 0.0384 5.5499 1.6547 -0.21 -0.51 -1.61
C -0.6238 4.1549 1.8736 1.32 0.91 -1.01
C -0.3520 3.1538 0.7328 -0.61 8.06 2.04
C 1.1196 3.0131 0.3235 0.10 0.97 3.35
C 1.9346 4.3121 0.3230 -0.29 1.47 0.22
C 1.5716 5.4559 1.3960 -0.79 -1.48 -0.42
C -0.5905 6.1133 0.2631 -0.31 0.09 3.23
H -1.4071 6.9929 5.5692 -0.22 -0.51 -0.03
H -2.8762 7.7638 4.9722 -0.05 -0.34 -0.49
H -1.2732 8.3915 4.6533 -0.16 0.27 -0.21
H -2.0288 7.4588 2.6519 -0.40 -0.54 -0.51
H -2.2797 5.7970 3.3502 -0.17 0.19 -0.08
H 0.3573 5.8732 3.7208 0.12 0.11 -0.11
H 0.2094 7.3814 2.7093 0.64 -0.19 0.19
H -0.1981 3.7923 2.8092 -0.04 -0.05 0.10
H -1.6776 4.3978 2.0103 0.10 -0.38 -0.07
H -0.8315 2.1860 0.8796 -1.03 4.62 4.76
H -0.9579 3.3393 -0.1541 0.16 1.83 0.54
H 1.4441 2.3795 1.1490 0.81 -0.24 -0.02
H 1.3711 2.5581 -0.6345 -1.57 -0.61 2.64
H 3.0074 4.1222 0.3560 0.13 -0.20 0.75
H 1.9165 4.6855 -0.7009 -0.58 0.73 -0.07
H 2.0692 5.2212 2.3371 -0.29 -0.15 0.12
H 1.8845 6.4699 1.1470 0.05 -0.21 -0.42
H -1.6676 6.0425 0.4147 0.00 -0.29 -0.21
H -0.2579 5.4981 -0.5729 0.22 0.51 0.30
H -0.4025 7.1863 0.3022 0.57 -0.18 -0.67
C 2.6253 1.2124 -6.0454 0.92 -1.25 -1.89
C 1.5556 1.7932 -5.2345 -1.61 -0.81 2.29
C 0.4377 0.7147 -4.8737 -1.60 2.29 -1.64
N -0.7892 1.3034 -4.0875 -0.38 0.76 -0.18
C -1.7619 0.0581 -3.9834 0.97 1.78 1.17
C -3.0266 0.4617 -3.2365 -0.18 -0.54 0.70
C -2.6625 0.9415 -1.7766 0.18 1.09 -1.47
C -1.6099 2.0474 -1.8014 -1.82 0.19 -1.25
C -0.3730 1.8127 -2.6699 -5.59 0.15 -1.22
C -1.5383 2.4675 -4.8069 0.84 -0.80 -0.56
H 2.8581 0.1679 -5.8385 0.07 -0.05 0.55
H 3.5696 1.7570 -6.0421 -0.20 0.17 0.05
H 2.2764 1.1413 -7.0756 0.26 0.21 -0.25
H 1.0818 2.6254 -5.7551 -0.17 -0.03 0.03
H 1.9229 2.1620 -4.2768 -0.05 -0.45 -1.65
H 0.6089 -0.2840 -4.4721 0.82 0.43 0.39
H -0.1043 0.5378 -5.8028 0.41 -0.39 -0.40
H -1.1124 -0.5587 -3.3622 -0.54 -0.44 0.03
H -1.8663 -0.4414 -4.9466 -0.15 0.53 -0.13
H -3.6775 -0.4121 -3.2075 0.32 0.36 -0.26
H -3.7035 1.1260 -3.7737 0.50 0.49 0.02
H -2.3211 0.1133 -1.1557 0.12 2.01 -0.34
H -3.5279 1.3800 -1.2796 -0.26 -0.24 -0.04
H -1.3347 2.1487 -0.7515 -1.60 0.90 -3.23
H -2.1802 2.9234 -2.1102 0.46 0.40 -0.41
H 0.3843 1.0936 -2.3578 -3.83 -0.51 0.78
H 0.2070 2.7312 -2.7599 -2.45 0.44 -0.79
H -2.5408 2.5536 -4.3879 0.38 -0.02 -0.26
H -1.5335 2.2600 -5.8770 -0.49 -0.50 0.04
H -1.0405 3.4371 -4.7994 0.38 -0.23 0.85
C -0.4408 -4.8001 -2.1409 0.74 -0.93 -0.59
C -1.7260 -3.9777 -2.2399 -0.80 -2.36 1.09
C -2.0944 -3.5789 -0.7553 -1.26 1.93 -1.48
N -3.3644 -2.6454 -0.5662 -0.92 -0.98 -0.10
C -4.6139 -3.5955 -0.5722 0.13 2.08 0.99
C -5.8886 -2.7730 -0.1181 1.24 -0.75 0.02
C -5.7280 -2.0243 1.2831 0.92 -0.33 -2.27
C -4.5015 -1.0817 1.2143 0.10 -0.71 -1.20
C -3.2379 -1.8792 0.7852 -2.60 -1.41 -0.31
C -3.4676 -1.6325 -1.6849 0.15 -2.19 1.01
H -0.5122 -5.6627 -1.4784 -0.07 0.01 0.00
H 0.4875 -4.2704 -1.9270 -0.31 0.25 0.61
H -0.1810 -5.1837 -3.1276 -0.41 -0.34 -0.13
H -2.4588 -4.6624 -2.6667 -0.29 0.25 -0.07
H -1.4359 -3.1615 -2.9016 -2.04 -1.15 -0.53
H -1.3308 -2.8783 -0.4173 -1.16 -1.67 0.10
H -2.2101 -4.3620 -0.0060 -0.38 -0.23 -1.47
H -4.4428 -4.3730 0.1723 0.23 -0.01 -0.03
H -4.5514 -4.0302 -1.5698 -0.71 0.03 0.04
H -6.7046 -3.4954 -0.1375 -0.10 0.08 0.37
H -6.1588 -2.0398 -0.8781 0.04 0.09 0.01
H -5.4556 -2.6853 2.1059 -0.98 -0.34 0.05
H -6.6805 -1.4956 1.3213 0.22 0.02 1.00
H -4.3106 -0.6180 2.1821 0.08 0.06 -0.03
H -4.6405 -0.2956 0.4721 -0.18 0.29 0.15
H -3.0978 -2.7040 1.4838 -0.31 0.20 -0.49
H -2.3307 -1.2779 0.7262 -2.72 -1.13 0.57
H -3.4027 -2.1183 -2.6585 0.09 -0.39 0.37
H -2.6150 -0.9880 -1.4710 -1.32 -1.73 -1.02
H -4.4298 -1.1214 -1.6535 0.26 0.00 0.45
C 1.8979 2.3882 -2.4081 4.22 0.10 0.16
C 3.0747 1.4492 -2.0888 -0.02 -0.01 -0.17
C 2.9211 0.7452 -0.6509 1.00 0.88 -1.18
N 4.0092 -0.2261 -0.2586 0.80 -0.50 -2.27
C 3.6361 -0.9003 1.1218 0.97 2.03 -2.66
C 4.7502 -1.5358 1.8433 2.90 0.65 -1.01
C 6.1035 -0.8621 1.7448 0.88 0.36 -1.32
C 6.4730 -0.2559 0.3637 0.15 -0.76 -0.61
C 5.3840 0.6020 -0.3036 -0.24 -1.21 2.15
C 4.0218 -1.3538 -1.3822 0.16 0.45 1.78
H 1.0980 1.7168 -2.7203 5.20 2.14 0.33
H 2.0826 3.0804 -3.2295 0.65 0.14 0.54
H 1.6996 3.0545 -1.5685 0.11 0.04 -2.26
H 3.9359 2.0556 -2.3693 0.78 -0.59 1.02
H 2.9800 0.6991 -2.8740 0.34 -0.30 0.07
H 2.0019 0.1601 -0.6801 0.86 0.89 0.53
H 2.8949 1.5609 0.0716 0.15 -0.63 0.25
H 3.3578 -0.0867 1.7916 -0.25 0.70 -1.32
H 2.8328 -1.6014 0.8957 0.00 0.58 -0.07
H 4.3553 -1.4150 2.8521 3.84 0.83 -1.44
H 4.9057 -2.5809 1.5755 -0.39 -0.20 0.20
H 6.2801 -0.0924 2.4960 -0.24 -0.05 0.15
H 6.8366 -1.6546 1.8949 0.15 0.24 0.37
H 7.4822 0.1490 0.4396 -0.38 1.26 0.22
H 6.7884 -0.9966 -0.3711 -0.66 -0.81 -0.01
H 5.1572 1.4552 0.3357 -0.03 0.22 -0.15
H 5.6339 0.9338 -1.3114 -0.40 -0.36 0.05
H 3.0913 -1.9136 -1.2876 -0.03 0.57 -0.34
H 4.7638 -2.1063 -1.1150 0.45 0.47 -0.18
H 4.1786 -0.8908 -2.3564 0.10 -0.23 0.30
C 2.8478 -1.5708 3.5150 -1.90 -0.67 0.35
C 1.6828 -2.4025 3.9246 -1.07 -0.15 0.60
C 1.0251 -3.1153 2.7358 -0.81 0.47 0.70
N -0.5328 -3.2452 2.8252 -0.49 0.30 0.04
C -0.9021 -4.0681 1.6078 -0.53 -1.62 1.59
C -0.5861 -5.5711 1.7338 1.28 -0.50 -0.64
C -0.9657 -6.2779 3.0235 -0.16 1.78 0.46
C -0.3643 -5.4240 4.1816 -1.29 0.26 0.11
C -0.9444 -3.9346 4.1275 0.31 -1.29 -0.24
C -1.3590 -1.9001 2.7592 2.05 -1.01 1.01
H 2.6634 -0.9831 2.6157 -1.57 0.02 2.04
H 3.6515 -2.1335 3.0400 -2.70 -2.39 2.78
H 3.1672 -0.9546 4.3555 0.48 -0.03 -0.18
H 0.9654 -1.7933 4.4743 -0.30 0.25 -0.24
H 2.0260 -3.0802 4.7063 -0.11 -0.48 -0.22
H 1.3991 -4.1369 2.6692 -0.17 0.16 -0.23
H 1.1746 -2.5893 1.7929 0.13 -0.16 0.32
H -0.4906 -3.6388 0.6943 0.53 -0.20 1.11
H -1.9850 -4.1033 1.4885 0.24 0.73 0.95
H 0.4858 -5.7097 1.5927 0.17 -0.08 -0.08
H -1.0225 -6.0881 0.8792 -0.19 0.16 -0.18
H -0.7174 -7.3385 3.0638 0.50 0.24 -0.14
H -2.0487 -6.2604 3.1456 -0.22 0.06 0.06
H 0.7252 -5.4176 4.2167 -0.02 0.00 -0.18
H -0.6872 -5.9559 5.0766 0.03 0.64 0.42
H -0.7128 -3.2623 4.9536 0.84 -0.24 -0.04
H -2.0321 -3.8905 4.1822 -0.18 -0.56 -0.49
H -2.4327 -2.0878 2.7707 0.83 -0.18 0.70
H -1.0229 -1.3618 1.8730 -0.78 -2.23 2.06
H -1.0526 -1.3107 3.6234 -0.08 -0.08 0.00
N -1.1115 -1.0354 -0.0105 3.59 -2.33 -4.85
S -0.5339 0.0999 0.7385 2.71 7.75 5.74
O -0.4669 1.4372 0.0874 3.85 -16.64 -2.20
O 0.5024 -0.3219 1.6917 -0.49 1.89 -2.14
F -1.7715 0.5361 1.8047 0.99 -0.88 -1.76
S 0.2632 -1.3526 -0.9379 2.47 -5.16 -3.00
O 1.2557 -2.3421 -0.3787 -3.30 3.46 -0.77
O 0.7379 -0.3895 -1.9198 -0.55 -2.39 2.13
F -0.5301 -2.3280 -1.9302 3.26 4.74 1.05
```
Positions in Å, forces in eV/Å.

=====

# C19H17N5O3

The molecule C19H17N5O3 in a non-equilibrium geometry (ωB97M-V with the def2-TZVPD basis set, the Open Molecules 2025 dataset).

The calculation puts the energy relative to the best compared isomer or geometry (same formula, charge and spin) at 0.207 eV. The value obtained for the orbital gap is 7.96 eV. Its SMILES is COCCOc1ccc2nc(-c3cn(-c4ccc(O)cc4)nn3)ncc2c1. The calculated total energy is -1233.65296 Eh. For the HOMO energy, the calculation gives -8.26 eV.

XYZ file:
```
44
Properties=species:S:1:pos:R:3:forces:R:3
N 2.5514 -2.1083 -0.0998 1.69 1.33 0.68
N 3.7261 -2.5379 0.2837 -0.74 -1.18 0.89
N 1.2686 1.2599 0.9552 -0.27 1.30 0.68
N 0.4363 -0.0865 -0.8097 1.22 -0.69 1.31
O 8.8004 -2.9970 4.2675 0.40 0.33 0.24
O -3.3402 3.8531 -1.7642 -0.50 0.16 -0.47
O -6.6650 2.8366 -0.7043 -0.10 -0.63 -0.12
C 2.3628 -0.8702 0.4980 0.28 0.45 0.35
C 3.4569 -0.5970 1.3107 -0.77 -0.69 -0.43
C 1.2478 0.1204 0.2311 -0.18 -0.48 -1.82
C 6.9396 -1.5634 3.9012 -2.17 0.85 -0.38
C 7.2802 -3.4792 2.5459 -1.27 0.76 -1.66
C 5.7628 -1.2708 3.1751 0.56 -0.13 -0.26
C 6.1971 -3.0803 1.7354 0.55 -1.38 -0.29
C -2.3129 1.6881 -2.4307 0.77 -1.05 0.39
C 7.6657 -2.6783 3.5779 0.88 0.02 0.75
C -2.4353 2.8395 -1.6263 1.39 0.18 1.39
C 5.3865 -2.0192 2.0405 0.99 0.30 1.02
C -1.3246 0.6975 -2.1726 -2.12 1.94 -0.35
C 0.4061 2.2363 0.6720 1.12 -1.53 0.52
C -1.4819 3.0405 -0.6136 -1.77 0.45 -1.09
C -0.4690 0.8636 -1.0850 0.21 0.59 0.10
C -0.5336 2.0798 -0.3460 0.24 -0.66 -0.25
N 4.2561 -1.7258 1.2431 -1.85 2.39 -1.02
C -7.2436 2.5271 0.5566 -0.20 0.29 0.25
C -4.7456 3.5506 -1.9386 0.67 -0.10 -0.44
C -5.2440 2.9404 -0.6590 -1.38 0.39 0.47
H 9.1378 -2.1899 4.6957 -0.21 -0.56 -0.12
H 3.6322 0.3594 1.7943 0.26 -0.63 0.27
H 7.1665 -0.9392 4.7662 0.13 -0.18 -0.25
H 7.8809 -4.2942 2.2320 0.43 -0.67 -0.07
H 5.2000 -0.4129 3.4785 -0.36 0.31 0.12
H 5.9696 -3.6249 0.8225 0.08 -0.15 0.25
H -3.0271 1.5585 -3.2279 0.02 -0.17 -0.24
H -1.2606 -0.1798 -2.7804 0.05 -0.35 -0.20
H 0.4123 3.1636 1.2580 0.25 -0.42 -0.08
H -1.5402 3.9418 -0.0147 0.00 0.01 -0.03
H -8.3305 2.3987 0.4439 0.42 0.09 -0.29
H -6.8618 1.6000 1.0191 0.16 0.27 -0.30
H -7.0970 3.3696 1.2608 0.10 -0.33 -0.16
H -5.2662 4.5079 -2.1112 0.42 -0.43 -0.06
H -4.8591 2.8955 -2.8203 -0.25 0.22 0.39
H -5.0477 3.6150 0.1631 0.65 0.36 0.30
H -4.7737 1.9949 -0.4398 0.18 -0.58 0.00
```
Positions in Å, forces in eV/Å.

=====

Question: Number 2 is which compound?
Answer: C19H17N5O3